Record 1
The following is a quantum chemistry calculation of 4 unconnected molecules or ions with the total composition C26H52BrClO11, from the Open Molecules 2025 dataset.

Computed properties:
- Total charge: 0
- Energy: -4883.73060 Eh
- SMILES: CC[C@@H](Cl)COC[C@@H](OCCC(C)C)[C@H](Br)CC.CCOC(=O)OC.CCOC(=O)OC.CCOC(=O)OC
- Multiplicity: 1

```
91
Properties=species:S:1:pos:R:3:forces:R:3
C 5.704466 -2.588187 -0.301377 -0.25 -0.02 -0.42
C 4.584278 -3.582252 -0.607946 0.35 0.15 0.23
C 3.247074 -2.967307 -1.052342 0.56 -0.20 0.47
Cl 1.952964 -4.018238 -0.386192 -0.22 -0.04 -0.31
C 3.058579 -1.578978 -0.502413 -1.12 -0.01 0.19
O 1.733985 -1.129136 -0.749126 0.05 0.13 -0.11
C 1.364599 -0.090366 0.144001 0.40 -0.16 -0.24
C 0.306989 0.784698 -0.481439 0.12 0.36 0.71
O -0.956352 0.205765 -0.291580 0.00 0.00 -0.05
C -1.824279 0.233371 -1.403334 -0.27 -0.23 -0.48
C -3.032508 -0.626572 -1.111098 0.06 0.94 0.29
C -3.979447 0.077715 -0.124379 -0.24 -0.77 0.59
C -3.772208 -0.460733 1.307655 -0.34 0.68 -0.76
C -5.460134 -0.057577 -0.495540 0.30 0.29 0.15
C 0.396106 2.213488 0.083440 -0.22 -0.61 -0.16
Br 0.412891 2.201991 2.055415 -0.06 -0.02 -0.12
C -0.692063 3.140271 -0.371766 -0.28 0.69 0.31
C -0.408785 4.602726 0.007492 -0.11 -0.34 0.11
H 5.529651 -2.045372 0.615608 -0.13 0.23 0.25
H 5.789384 -1.872581 -1.110985 0.27 0.23 -0.15
H 6.655109 -3.091981 -0.187956 0.19 -0.20 -0.06
H 4.929213 -4.287150 -1.352113 -0.03 -0.16 -0.32
H 4.411486 -4.165341 0.285533 -0.15 -0.16 0.26
H 3.179427 -2.963127 -2.130273 -0.29 -0.11 -0.29
H 3.741268 -0.868196 -0.959967 0.41 0.05 0.01
H 3.214661 -1.625258 0.572330 0.22 0.12 0.29
H 2.228690 0.541502 0.352872 0.26 0.09 0.03
H 1.031550 -0.500682 1.094848 -0.18 -0.10 0.11
H 0.581392 0.868880 -1.533811 -0.25 -0.02 -0.35
H -2.194729 1.231836 -1.624403 0.11 0.42 0.08
H -1.323222 -0.101474 -2.313222 0.34 -0.24 0.02
H -3.552825 -0.778150 -2.049343 -0.05 -0.28 -0.25
H -2.681773 -1.563774 -0.697338 -0.07 -0.40 -0.13
H -3.757346 1.138661 -0.071204 0.22 0.28 -0.31
H -2.908754 0.027306 1.740949 0.28 -0.27 0.30
H -4.663790 -0.207008 1.869064 -0.07 0.01 0.46
H -3.672250 -1.538268 1.270891 0.13 -0.23 0.23
H -5.607385 -0.100667 -1.569329 -0.13 -0.16 -0.17
H -5.902598 -0.910436 0.008241 -0.15 -0.34 -0.23
H -5.993759 0.815026 -0.134548 -0.21 0.15 0.11
H 1.359293 2.612702 -0.201530 0.34 0.13 0.05
H -1.635219 2.839087 0.067582 -0.23 -0.24 0.04
H -0.821754 3.063861 -1.444309 0.19 -0.15 -0.37
H -0.664421 5.271541 -0.801065 0.05 0.22 -0.24
H 0.637375 4.714561 0.270889 0.23 0.25 -0.10
H -0.984361 4.912947 0.871114 -0.08 0.00 0.21
C 2.649951 3.851203 4.537057 0.18 0.04 0.19
C 2.556495 5.078654 3.658110 -0.21 -0.32 -0.12
O 3.116654 6.236453 4.299030 0.09 0.09 0.00
C 4.445728 6.322890 4.265976 -0.06 0.03 -0.08
O 5.198313 5.550580 3.727859 -0.04 0.06 0.08
O 4.804381 7.431117 4.920341 -0.02 -0.05 -0.02
C 6.216151 7.634264 5.007958 0.14 0.10 0.05
H 2.198694 4.042454 5.511835 -0.10 0.01 -0.05
H 2.131615 3.020254 4.060950 0.04 0.03 0.05
H 3.687721 3.563860 4.704515 0.01 0.00 -0.09
H 1.513592 5.327176 3.469524 0.03 0.15 0.07
H 3.039094 4.917271 2.694523 0.12 0.03 0.05
H 6.679664 7.588162 4.025251 -0.02 -0.09 -0.01
H 6.663391 6.891864 5.667207 0.02 -0.06 -0.08
H 6.360429 8.624646 5.429979 -0.13 0.00 0.02
C 7.248794 -5.075402 -6.761663 0.05 0.18 0.15
C 5.736062 -5.082551 -6.816693 0.19 -0.23 -0.29
O 5.162713 -4.419229 -5.679298 -0.08 0.09 0.05
C 5.154302 -3.088128 -5.735975 0.00 -0.08 -0.03
O 5.551680 -2.408156 -6.646769 -0.03 -0.05 0.10
O 4.618349 -2.631239 -4.599189 -0.03 0.01 0.00
C 4.599844 -1.206478 -4.490404 -0.01 0.19 0.14
H 7.596677 -5.492740 -5.815922 -0.02 -0.09 -0.04
H 7.659938 -5.666831 -7.579419 -0.02 -0.02 -0.01
H 7.638077 -4.061056 -6.840867 -0.04 0.01 -0.07
H 5.361353 -6.103374 -6.774230 -0.09 0.04 0.15
H 5.366757 -4.630087 -7.736201 0.00 0.13 0.06
H 4.132215 -0.747080 -5.357814 0.07 -0.05 -0.07
H 5.613929 -0.828422 -4.366903 0.01 0.03 -0.11
H 4.019499 -0.965450 -3.602781 -0.03 -0.16 0.02
C -12.006405 -2.030919 1.682861 0.08 0.12 0.19
C -10.773670 -2.555657 0.978091 -0.34 -0.15 -0.13
O -9.595390 -1.833843 1.366271 0.11 -0.01 0.04
C -9.069224 -2.185377 2.540480 -0.01 -0.01 -0.03
O -9.472848 -3.053821 3.271093 0.03 0.09 -0.05
O -8.006682 -1.409183 2.764407 -0.03 0.01 -0.02
C -7.362033 -1.634097 4.019299 0.23 -0.02 0.16
H -12.104860 -0.956001 1.526451 -0.03 -0.02 -0.09
H -12.899792 -2.525218 1.301615 0.01 -0.01 -0.03
H -11.947147 -2.206756 2.756237 0.01 -0.08 -0.01
H -10.861679 -2.407859 -0.096654 0.15 0.10 0.00
H -10.633497 -3.621008 1.157499 0.07 0.03 0.12
H -7.118538 -2.686132 4.149655 -0.10 -0.03 0.01
H -7.988603 -1.291844 4.841619 -0.08 -0.08 -0.03
H -6.442159 -1.056036 4.007091 -0.05 0.07 -0.14
```
Forces are in eV/Å.

***

Record 2
The following is a quantum chemistry calculation of a gas-phase ion, C4H2NO3S (charge -1), from the Open Molecules 2025 dataset.

Computed properties:
- Total charge: -1
- Energy: -832.24716 Eh
- Multiplicity: 1
- Relative energy (zero: lowest compared OMol25 entry of this formula, charge and spin): 213.2 kJ/mol

```
11
Properties=species:S:1:pos:R:3:forces:R:3
C -1.737926 1.117718 -0.665339 -0.70 1.43 -0.09
C 0.583057 0.114847 -0.440615 -1.48 0.28 -0.55
C -1.704270 -0.042422 0.009377 0.97 1.12 -1.12
C 1.955132 -0.138305 -0.301111 1.72 -0.27 -0.98
N -0.362958 -0.589819 0.084164 -0.15 3.68 -2.08
O 2.325045 -0.124884 1.009817 -0.88 0.05 1.59
O 2.787787 -0.186447 -1.200373 -0.78 -0.30 1.23
O -1.955395 2.194723 -1.138931 0.47 -2.07 0.74
S -3.083707 -0.874433 0.501730 -1.16 -0.88 0.67
H -0.277904 -1.394917 0.591414 0.19 -3.03 1.50
H 1.471134 -0.076060 1.549863 1.78 -0.01 -0.93
```
Forces are in eV/Å.

***

Record 3
The following is a quantum chemistry calculation of a molecular structure, C49H45AsCl2KN6O7S4, from the Open Molecules 2025 dataset.

Computed properties:
- Total charge: -2
- Energy: -8098.29946 Eh
- <S²>: 0.794
- Multiplicity: 2
- Relative energy (zero: lowest compared OMol25 entry of this formula, charge and spin): 81.9 kJ/mol

```
115
Properties=species:S:1:pos:R:3:forces:R:3
K 1.645556 -0.393063 -0.463018 -1.20 0.23 0.72
O 2.839079 -2.280643 -1.035058 0.70 -0.85 -0.39
N 2.398520 -3.457162 -1.361292 -0.02 -0.10 0.19
C 2.753830 -3.952664 -2.566222 -0.01 -0.13 -0.12
C 2.317438 -5.167731 -3.025661 0.04 -0.03 0.01
C 1.465307 -5.911422 -2.206838 0.01 -0.01 -0.06
C 1.122820 -5.410719 -0.977268 -0.03 0.01 0.06
C 1.589653 -4.168573 -0.490309 -0.01 0.01 0.00
S 1.199361 -3.555548 1.044727 0.02 -0.04 -0.06
H 3.389676 -3.284148 -3.127478 0.01 0.01 0.01
H 2.607385 -5.498425 -4.013246 0.00 -0.01 0.05
H 1.067282 -6.861376 -2.541933 -0.01 0.00 0.00
H 0.458342 -5.950862 -0.317982 0.00 -0.01 0.00
Cl 4.056161 6.980167 1.074378 -0.01 -0.02 -0.01
C 3.618327 5.410094 0.421751 0.00 0.05 0.01
C 4.633541 4.532485 0.016402 0.06 0.01 0.03
C 4.311793 3.309243 -0.492809 0.02 0.00 -0.04
Cl 5.589302 2.227956 -0.967398 -0.01 0.01 0.00
C 2.948403 2.826481 -0.654175 0.08 0.05 0.04
O 2.701861 1.690927 -1.098554 0.35 0.72 -0.06
C 1.956215 3.781755 -0.214189 -0.02 0.07 -0.04
C 0.532260 3.494243 -0.240080 0.03 -0.08 0.04
O -0.021851 2.497515 -0.653129 -0.08 -0.02 0.03
C 2.309964 5.035369 0.305197 0.03 0.00 0.02
H 5.671672 4.820922 0.114604 0.00 0.00 0.00
H -0.084248 4.315775 0.192184 -0.02 0.04 -0.01
H 1.521888 5.707005 0.627467 -0.02 0.01 0.00
S -2.483758 2.880185 3.205577 0.06 -0.02 0.07
C -3.414605 3.390945 4.563589 0.01 -0.04 -0.02
C -4.381714 2.481340 4.861395 0.02 0.02 -0.03
C -4.374449 1.355507 4.000582 0.06 0.00 0.00
C -3.382967 1.397978 3.042533 -0.07 0.08 0.04
C -3.089834 0.456933 1.994232 0.06 0.01 0.02
C -1.863216 0.492354 1.300138 0.02 -0.03 -0.06
N -1.496459 -0.300068 0.333599 0.05 -0.04 -0.12
C -2.396421 -1.240922 -0.100736 0.05 -0.13 -0.11
C -3.665625 -1.380803 0.550524 0.04 -0.04 -0.12
C -4.584110 -2.378977 0.062110 -0.04 0.03 0.11
C -4.285119 -3.149419 -0.994559 0.04 -0.04 -0.10
C -3.026684 -3.016845 -1.686389 0.06 0.12 0.11
C -2.721978 -3.767310 -2.799646 -0.08 -0.08 0.04
C -1.481264 -3.628199 -3.435877 -0.03 -0.04 -0.10
C -0.587569 -2.713949 -2.842617 0.05 0.03 0.03
N -0.837332 -1.959291 -1.805242 -0.11 0.04 0.10
C -2.070887 -2.064826 -1.201591 0.03 -0.04 0.03
C -1.155849 -4.380336 -4.628857 0.04 -0.04 0.01
C -1.886405 -5.379989 -5.236165 0.02 0.01 0.00
C -1.279737 -5.895362 -6.407939 0.03 0.00 0.00
C -0.093572 -5.293996 -6.698311 -0.02 0.02 0.02
S 0.290066 -4.089080 -5.537219 -0.06 0.09 -0.07
C -3.987883 -0.545904 1.596903 -0.09 0.00 -0.02
H -3.196947 4.323083 5.055458 0.02 0.05 0.04
H -5.077430 2.603756 5.679154 -0.02 0.01 0.04
H -5.051263 0.521189 4.100974 -0.02 -0.05 0.00
H -1.126891 1.230317 1.591859 0.19 0.20 0.04
H -5.534774 -2.489428 0.572862 -0.02 0.00 0.02
H -4.988352 -3.893588 -1.351668 -0.03 -0.02 -0.03
H -3.455637 -4.475468 -3.167780 -0.04 0.01 -0.02
H 0.415715 -2.620459 -3.255325 0.04 0.06 -0.06
H -2.825048 -5.740909 -4.845957 -0.05 -0.01 0.03
H -1.707743 -6.686692 -7.007070 -0.01 -0.03 -0.02
H 0.575956 -5.491447 -7.517251 0.03 -0.02 -0.05
H -4.957507 -0.643149 2.073529 0.00 -0.02 0.01
C 5.261764 1.095499 8.310258 0.00 0.01 0.01
C 3.745617 1.179257 8.218523 0.01 0.02 0.00
S 3.272944 1.701686 6.580282 0.02 -0.02 -0.01
O 3.702494 3.070915 6.408556 0.01 -0.03 -0.01
O 3.721492 0.695819 5.653497 0.02 0.01 0.01
C 1.499357 1.692767 6.667439 -0.03 0.00 0.09
C 0.828676 2.079966 5.356626 -0.09 0.16 -0.08
N 0.883004 1.059823 4.332293 0.00 0.05 -0.06
C 1.640405 1.110406 3.206248 -0.04 0.03 -0.02
N 1.416853 0.079495 2.413368 0.05 -0.02 0.09
C 0.481679 -0.686579 3.027137 -0.03 0.03 -0.09
C 0.127282 -0.097626 4.208764 -0.20 -0.20 0.17
N -0.844557 -0.533821 5.145861 -0.22 -0.04 -0.02
O -1.493239 -1.531354 4.873822 0.34 0.48 0.21
O -0.986877 0.126051 6.187297 0.04 -0.34 -0.33
C 2.586069 2.212476 2.893188 0.06 0.00 0.05
H 5.554656 0.760921 9.305115 0.00 0.00 0.00
H 5.711817 2.069272 8.123926 0.01 0.01 0.00
H 5.649290 0.390368 7.577532 0.00 -0.02 -0.01
H 3.331237 1.910655 8.912079 -0.01 0.01 0.03
H 3.272659 0.211814 8.383145 -0.01 -0.03 0.01
H 1.251111 2.440450 7.421716 -0.05 -0.03 0.06
H 1.166198 0.710714 6.999436 0.02 0.00 -0.02
H 1.288498 2.980563 4.949532 0.01 -0.03 0.00
H -0.215915 2.298421 5.569486 0.03 0.04 -0.02
H 0.103790 -1.593395 2.586868 -0.02 -0.08 -0.03
H 3.293520 2.382047 3.705822 -0.02 0.00 -0.04
H 2.058834 3.145008 2.682955 -0.01 0.02 0.00
H 3.137504 1.933618 1.998685 0.00 0.01 -0.01
C 0.986667 2.590171 -3.850714 0.00 -0.01 0.00
As 0.434006 0.807072 -3.224890 -0.07 0.07 -0.38
C 0.520227 0.018335 -5.038178 -0.01 -0.01 0.01
C -1.527846 1.178693 -3.123386 0.01 0.03 0.09
C -2.240644 1.197155 -4.427599 0.02 -0.04 0.02
C -2.396165 2.369036 -5.167213 0.01 0.01 -0.01
C -3.013366 2.356593 -6.410927 0.01 0.01 0.00
C -3.495861 1.169093 -6.940838 0.00 -0.01 -0.01
C -3.359782 -0.004885 -6.208842 0.01 0.00 -0.02
C -2.742114 0.010640 -4.970096 -0.02 0.01 0.01
H 0.364047 2.919322 -4.685927 0.03 0.01 0.01
H 2.025505 2.529866 -4.178211 0.00 -0.01 0.00
H 0.927578 3.306597 -3.033258 -0.01 -0.01 0.02
H 0.153727 0.708687 -5.799633 -0.01 0.01 -0.01
H -0.055609 -0.903791 -5.100767 -0.01 -0.05 0.04
H 1.566974 -0.219555 -5.237794 0.00 0.01 0.00
H -1.594547 2.130970 -2.596125 -0.02 -0.02 -0.02
H -1.932030 0.409961 -2.466892 0.02 -0.03 0.04
H -2.025531 3.301272 -4.757203 -0.01 0.01 0.01
H -3.116778 3.280622 -6.967700 -0.01 0.01 -0.01
H -3.971871 1.156485 -7.913384 -0.02 0.00 -0.02
H -3.729135 -0.941794 -6.607764 -0.01 -0.01 -0.01
H -2.635856 -0.910553 -4.407009 0.01 -0.03 0.02
```
Forces are in eV/Å.

***

Record 4
The following is a quantum chemistry calculation of 2 unconnected molecules or ions with the total composition C4H14N2O, from the Open Molecules 2025 dataset.

Computed properties:
- Total charge: -1
- Energy: -345.40755 Eh
- <S²>: 0.750
- Multiplicity: 2
- Relative energy (zero: lowest compared OMol25 entry of this formula, charge and spin): 247.5 kJ/mol

```
21
Properties=species:S:1:pos:R:3:forces:R:3
N -0.264641 1.177109 0.687515 -2.33 -1.24 1.73
C -0.677874 -0.151089 0.186743 -1.44 1.78 -2.03
C -1.363803 -1.002858 1.215513 -2.34 2.14 1.85
C 0.519730 -0.740257 -0.459067 3.79 -2.53 1.44
N 0.873554 -0.859744 -1.881020 -0.01 -0.54 -0.76
C 2.180938 -0.154369 -2.467459 -0.52 -2.71 2.45
H 0.613291 1.300646 0.343268 3.30 0.57 -0.58
H -0.754765 1.872773 0.201843 -1.28 1.27 -0.57
H -1.358880 0.045171 -0.632292 -0.58 -0.15 -0.23
H -2.458987 -0.721325 1.568459 2.04 0.82 -0.80
H -0.795537 -0.948889 2.127248 0.39 -0.67 0.45
H -1.691443 -1.944142 0.932639 0.68 -2.33 -0.93
H 0.519364 -1.792704 -0.042612 0.35 0.63 -0.47
H 1.419505 -0.278509 0.041089 -0.71 -0.58 -0.13
H 0.797988 -1.914601 -1.996021 0.93 2.01 -0.74
H 2.171074 0.845421 -2.065044 -0.25 0.58 -0.35
H 3.211651 -0.574844 -2.025483 -2.16 0.38 -1.02
H 2.101538 -0.263187 -3.558230 0.24 0.25 0.38
H -1.702294 2.811700 2.929265 1.00 0.35 -0.33
H -1.362530 1.359558 2.180375 0.16 1.73 0.52
O -1.977878 1.934150 2.713269 -1.26 -1.74 0.12
```
Forces are in eV/Å.